(1)
A structure of composition C42H105N7Na4O18P in a non-equilibrium geometry, computed with ωB97M-V/def2-TZVPD.

Each line ends with the Löwdin charge.
Positions of all 177 atoms, in Å:
P -0.810 -1.262 -1.029  -0.093
Na -2.630 -0.675 2.202  0.694
Na -2.504 -4.623 -1.798  0.703
Na 0.144 1.913 -2.421  0.640
Na 1.480 -2.394 1.699  0.675
O -1.273 -1.772 -2.444  -0.512
O 4.041 -4.621 -4.135  -0.212
O 2.910 3.603 -2.628  -0.183
O 1.552 1.055 -8.486  -0.197
O -1.890 4.301 9.106  -0.203
O -5.443 -2.119 -6.786  -0.207
O 4.160 4.814 1.796  -0.211
O -8.127 2.635 0.216  -0.182
O 2.346 -4.860 3.587  -0.208
O 6.938 -0.957 0.672  -0.184
O 7.491 -2.786 6.706  -0.182
O -1.799 3.648 -4.283  -0.211
O -1.198 -2.412 0.025  -0.566
O -1.892 -6.408 -3.800  -0.236
O -5.217 -0.562 4.014  -0.236
O 0.717 -0.916 -0.889  -0.525
O -2.113 5.551 2.931  -0.197
O -1.539 0.079 -0.626  -0.531
N 4.171 -3.077 -0.781  -0.053
N 4.350 -4.636 5.910  -0.069
N 2.869 2.606 -0.053  -0.070
N -6.513 0.794 1.802  -0.057
N -3.018 -4.244 -5.254  -0.070
N -0.797 1.084 -5.682  -0.068
N -2.773 4.159 6.328  -0.048
C -1.962 -7.846 -4.191  -0.042
C -2.225 4.723 10.417  -0.088
C 7.216 -0.326 1.837  -0.154
C 6.104 -3.009 6.643  -0.253
C 4.129 2.841 -0.713  -0.217
C 5.722 -1.782 0.635  -0.190
C -2.034 -5.196 -5.828  -0.169
C 5.787 -4.387 6.032  -0.203
C 3.263 4.961 -2.748  -0.099
C 3.532 -5.619 3.735  -0.213
C -2.032 4.667 1.865  -0.119
C -1.554 4.726 -5.209  -0.075
C -2.895 5.157 4.086  -0.193
C 0.570 1.686 -7.597  -0.169
C -2.115 3.086 7.135  -0.203
C -6.606 -1.321 -6.537  -0.089
C -2.129 4.258 4.997  -0.226
C -5.013 -2.920 -5.695  -0.211
C 7.748 -1.429 7.131  -0.089
C 2.822 4.289 1.737  -0.204
C 4.357 -3.522 -3.271  -0.209
C -5.047 -1.487 5.080  -0.088
C -0.115 0.544 -6.858  -0.194
C -6.106 1.557 0.617  -0.172
C -2.577 2.532 -4.670  -0.200
C -1.097 -5.614 -4.642  -0.206
C 4.218 6.133 2.351  -0.099
C 1.166 -5.595 3.741  -0.105
C 3.918 2.703 -2.193  -0.213
C -2.044 1.789 -5.937  -0.199
C 4.059 -4.056 -1.899  -0.178
C 4.030 -5.884 5.160  -0.176
C 2.868 2.772 1.408  -0.161
C -6.214 1.389 3.080  -0.219
C -3.846 -3.739 -6.304  -0.218
C -2.436 3.105 8.627  -0.239
C 5.459 -2.443 -0.676  -0.245
C -8.911 3.802 0.029  -0.100
C -6.797 2.939 0.447  -0.247
C 3.893 -4.335 -5.520  -0.105
C -6.124 0.493 4.306  -0.202
C 2.119 1.811 -9.525  -0.126
H -6.041 -1.930 5.150  0.090
H -1.487 3.761 2.130  0.077
H -2.621 -3.508 -4.688  0.101
H -2.284 -7.997 -5.222  0.080
H -3.050 4.332 1.665  0.077
H 1.262 -6.372 4.500  0.093
H -2.765 1.841 -3.848  0.123
H 2.782 1.232 -10.168  0.089
H -1.041 -8.421 -4.097  0.085
H 3.721 -2.708 -3.619  0.130
H -8.861 4.410 0.932  0.082
H -1.941 2.536 -6.724  0.099
H -6.588 3.559 1.319  0.114
H 4.905 2.741 -2.653  0.127
H -5.023 1.679 0.648  0.109
H 5.648 -1.667 -1.417  0.126
H -6.942 -0.526 -7.203  0.085
H -7.472 0.476 1.835  0.117
H -3.171 6.078 4.599  0.126
H 0.903 -6.073 2.797  0.089
H -3.260 4.494 10.671  0.088
H -0.921 0.071 -7.420  0.117
H -6.229 0.946 -0.277  0.120
H -0.284 2.208 -8.030  0.109
H 4.409 3.876 -0.517  0.110
H 4.810 -3.957 -5.972  0.085
H 6.258 0.005 2.236  0.073
H 4.746 -4.854 -1.617  0.124
H 3.597 -5.284 -5.968  0.087
H 3.686 1.644 -2.299  0.122
H -6.382 3.392 -0.454  0.122
H 3.768 5.443 -1.911  0.081
H -1.036 3.079 6.980  0.113
H 1.108 2.390 -6.962  0.121
H 3.944 5.103 -3.587  0.091
H -1.085 0.284 -5.137  0.105
H 2.612 2.705 -9.145  0.080
H 3.311 -6.486 5.716  0.103
H -0.667 4.518 -5.807  0.079
H -2.551 -6.006 -6.342  0.114
H 3.657 6.166 3.285  0.082
H 7.336 -0.691 6.443  0.080
H 2.555 1.657 -0.201  0.095
H -2.697 -8.394 -3.601  0.084
H 7.376 -1.208 8.131  0.087
H -2.058 3.257 4.571  0.108
H -2.363 4.824 -5.933  0.087
H -6.380 -0.729 -5.650  0.078
H 1.992 2.340 1.892  0.114
H 3.819 2.372 1.762  0.110
H 3.834 6.851 1.627  0.083
H -0.231 -6.173 -4.996  0.121
H 3.934 -3.796 5.533  0.092
H 0.318 -4.936 3.923  0.086
H -2.533 2.144 6.782  0.105
H -3.850 4.747 3.758  0.116
H -5.717 0.994 5.185  0.125
H 6.233 -3.200 -0.805  0.131
H -4.347 -2.249 4.738  0.087
H 7.830 0.573 1.771  0.098
H -3.610 2.855 -4.796  0.116
H -4.652 -2.403 -4.806  0.119
H 3.026 -4.406 -1.899  0.123
H 4.824 2.077 -0.365  0.125
H 6.180 -4.227 5.029  0.112
H 5.415 -3.298 -3.405  0.123
H 0.495 -0.299 -6.533  0.125
H 4.291 -4.982 3.280  0.117
H 3.107 -3.618 -5.755  0.080
H -6.943 2.181 3.249  0.120
H -1.469 5.681 -4.689  0.088
H -1.097 4.579 5.144  0.124
H 5.718 -2.933 7.659  0.123
H 8.833 -1.347 7.053  0.090
H 5.217 6.506 2.578  0.085
H -2.166 2.203 9.176  0.121
H 4.800 -1.293 0.951  0.108
H -0.763 -4.722 -4.112  0.120
H -5.224 1.844 3.036  0.114
H 1.330 2.224 -10.154  0.080
H -7.375 -2.068 -6.338  0.086
H -8.599 4.431 -0.805  0.090
H 5.888 -2.514 1.425  0.116
H 3.527 -2.336 -1.021  0.092
H -4.849 -1.009 6.039  0.090
H 3.566 -6.489 3.080  0.128
H 5.591 -2.265 6.033  0.114
H 6.227 -5.245 6.540  0.126
H 2.373 5.583 -2.849  0.091
H -1.337 -4.703 -6.505  0.114
H -4.215 -4.424 -7.067  0.129
H -3.518 3.138 8.752  0.116
H -2.842 1.135 -6.287  0.118
H -2.637 5.039 6.804  0.101
H -7.085 0.049 4.565  0.124
H 4.912 -6.525 5.130  0.120
H -2.118 5.801 10.295  0.089
H -9.974 3.564 0.013  0.090
H -5.801 -3.591 -5.350  0.117
H -1.514 4.402 11.177  0.086
H -3.246 -2.992 -6.823  0.117
H 7.560 -1.111 2.511  0.090
H -1.603 5.201 1.017  0.096
H 2.309 4.471 2.681  0.104
H 2.237 4.905 1.054  0.120

Atoms 1-2, force components in eV/Å:
P -0.55 0.41 0.09
Na 0.08 -0.08 -1.39

## Properties
**Lowest unoccupied orbital energy**: -0.1108 Ha
**HOMO-LUMO gap**: 4.89 eV
**F_max**: 4.49 eV/A
**Total charge**: +1
**DFT total energy**: -4390.94191 Ha
**HOMO energy**: -7.91 eV
**ΔE to the lowest compared entry with this formula, charge and spin**: 0.0 kcal/mol

***

(2)
A cluster of 2 separate species, C4H7ClO2S in total in a non-equilibrium geometry, computed with ωB97M-V/def2-TZVPD.

Each line ends with the Löwdin charge.
Positions of all 15 atoms, in Å:
Cl -3.447 -1.293 -2.189  0.559
S -0.798 -1.857 -1.407  0.721
O -1.584 1.637 1.244  0.079
O 0.094 0.106 1.248  -0.066
C 1.044 1.013 0.829  -0.261
C 1.948 0.315 -0.203  -0.074
C -1.131 0.557 1.459  -0.401
C -2.040 -0.861 -1.400  -1.121
H 1.619 1.215 1.747  0.128
H 2.886 0.878 -0.391  0.080
H 2.184 -0.693 0.275  0.102
H -1.104 -2.948 -2.356  -0.058
H -1.743 -0.256 1.828  0.137
H 1.534 0.219 -1.181  0.037
H 0.538 1.969 0.496  0.139

Atoms 1-2, force components in eV/Å:
Cl -0.50 -0.09 -0.49
S 1.13 -2.12 -1.32

## Properties
**Lowest unoccupied orbital energy**: -0.0135 Ha
**HOMO-LUMO gap**: 8.75 eV
**F_max**: 2.74 eV/A
**DFT total energy**: -1165.35800 Ha
**HOMO energy**: -9.12 eV
**ΔE to the lowest compared entry with this formula, charge and spin**: 55.7 kcal/mol

***

(3)
A cluster of 5 separate species, H9O5 in total, computed with ωB97M-V/def2-TZVPD.

Each line ends with the Löwdin charge.
Positions of all 14 atoms, in Å:
O -0.010 -0.154 -0.163  -0.416
O 0.784 -2.887 -0.737  -0.106
O 0.149 1.723 -2.017  -0.155
O -0.539 2.328 0.972  -0.123
O -0.767 -1.142 2.492  -0.104
H -0.162 -0.455 2.789  0.019
H -0.589 -1.114 1.529  -0.016
H -0.211 1.442 0.687  -0.025
H -0.797 -0.560 -0.548  -0.040
H 0.996 1.502 -2.427  0.006
H 0.099 0.988 -1.312  -0.037
H -0.548 2.827 0.151  -0.003
H 0.263 -2.251 -0.212  -0.015
H 1.331 -2.247 -1.204  0.015

Atoms 1-2, force components in eV/Å:
O -0.04 -0.51 0.05
O -0.08 0.06 0.05

## Properties
**Lowest unoccupied orbital energy**: 0.1524 Ha
**HOMO-LUMO gap**: 9.38 eV
**F_max**: 0.58 eV/A
**Total charge**: -1
**DFT total energy**: -381.65431 Ha
**HOMO energy**: -5.24 eV
**ΔE to the lowest compared entry with this formula, charge and spin**: 5.3 kcal/mol

***

(4)
A cluster of 2 separate species, C5H13N2 in total in a non-equilibrium geometry, computed with ωB97M-V/def2-TZVPD.

Each line ends with the Löwdin charge.
Positions of all 20 atoms, in Å:
N 1.594 1.236 -0.950  0.191
N -1.481 1.317 -0.393  0.123
C 1.899 -0.947 0.132  -0.056
C -0.904 0.138 1.665  -0.021
C -0.995 0.157 0.186  -0.365
C 1.195 0.196 -0.383  -0.189
C -1.290 -1.080 -0.697  -0.031
H -1.527 -0.621 2.122  0.099
H -0.983 1.098 2.123  0.081
H -2.085 1.297 -1.153  0.088
H 1.026 2.042 -1.239  0.142
H 2.714 -0.688 0.861  0.127
H -1.563 2.179 0.137  0.120
H 0.139 -0.290 1.957  0.116
H -2.293 -1.384 -0.767  0.068
H -0.791 -1.980 -0.325  0.075
H 2.344 -1.414 -0.819  0.141
H 2.515 1.389 -1.234  0.117
H -0.740 -0.987 -1.734  0.133
H 1.226 -1.658 0.511  0.042

Atoms 1-2, force components in eV/Å:
N -0.24 1.39 -0.77
N 1.12 -0.05 2.14

## Properties
**Lowest unoccupied orbital energy**: -0.1160 Ha
**HOMO-LUMO gap**: 9.45 eV
**F_max**: 4.84 eV/A
**Total charge**: +1
**DFT total energy**: -307.49711 Ha
**HOMO energy**: -12.60 eV
**ΔE to the lowest compared entry with this formula, charge and spin**: 78.1 kcal/mol

***

(5)
A cluster of 17 separate species, H34O17 in total in a non-equilibrium geometry, computed with ωB97M-V/def2-TZVPD.

Each line ends with the Löwdin spin population.
Positions of all 51 atoms, in Å:
O 4.197 0.818 1.049  0.048
O -0.802 -1.007 -4.319  0.028
O -0.668 0.773 0.236  0.042
O 2.601 2.859 2.973  0.034
O -2.378 -1.922 -2.510  0.020
O -1.477 -3.700 1.227  0.025
O 1.015 5.163 -1.186  0.019
O 2.635 -3.636 -3.299  0.059
O -3.468 1.980 0.264  0.014
O 1.073 0.939 -5.498  0.033
O -3.311 -1.246 1.769  0.027
O 2.338 -3.509 0.236  0.078
O 0.101 -1.937 -0.735  0.056
O -1.427 3.343 3.476  0.023
O -1.386 4.144 -1.676  0.011
O 1.205 0.371 3.549  0.040
O -0.665 -2.234 3.475  0.039
H 1.541 1.240 -4.718  0.017
H -2.888 -1.897 -1.698  0.008
H 1.769 0.238 4.324  0.013
H 1.652 4.802 -0.556  0.009
H -4.252 1.542 0.622  0.004
H 3.238 0.783 1.090  0.017
H -1.704 3.012 2.620  0.006
H -2.844 1.406 0.721  0.006
H 1.560 1.249 3.312  0.007
H 0.222 5.144 -0.636  0.004
H -2.356 -3.335 1.222  0.007
H -2.915 -1.736 2.498  0.009
H -0.741 -3.156 0.949  0.013
H 2.785 -2.812 -3.785  0.024
H 2.316 -3.978 1.091  0.038
H -1.659 -1.287 -2.501  0.007
H -1.591 -0.744 -4.784  0.007
H 0.296 -2.309 3.543  0.023
H -0.195 0.552 1.049  0.014
H -0.937 -2.961 4.049  0.009
H -1.514 3.989 -2.616  0.003
H -0.489 -1.712 -4.900  0.012
H 1.925 3.326 2.477  0.016
H 2.974 3.345 3.705  0.011
H 2.287 -3.222 -2.493  0.019
H 4.412 1.358 0.286  0.014
H -1.204 2.605 4.045  0.007
H 0.877 -2.415 -0.428  0.012
H 1.295 0.020 -5.651  0.011
H -0.187 -2.189 -1.615  0.011
H 2.976 -4.134 -0.153  0.024
H -0.180 0.218 -0.390  0.013
H -1.852 3.410 -1.254  0.003
H -4.192 -1.552 1.546  0.007

Atoms 1-2, force components in eV/Å:
O 0.36 -0.19 0.18
O 0.68 -0.30 -0.48

## Properties
**Multiplicity**: 2
**Lowest unoccupied orbital energy (spin up / spin down)**: 0.0858 / 0.0817 Ha
**HOMO-LUMO gap (spin up / spin down)**: 2.16 / 10.02 eV
**F_max**: 2.40 eV/A
**Total charge**: -1
**DFT total energy**: -1299.39974 Ha
**HOMO energy (spin up / spin down)**: 0.17 / -7.80 eV
**ΔE to the lowest compared entry with this formula, charge and spin**: 44.0 kcal/mol
**⟨S²⟩**: 0.75

***

(6)
A cluster of 2 separate species, C7H16N in total in a non-equilibrium geometry, computed with ωB97M-V/def2-TZVPD.

Each line ends with the Löwdin charge.
Positions of all 24 atoms, in Å:
N 0.304 -0.636 -1.870  0.243
C 1.288 1.392 -0.558  -0.038
C 0.429 -0.420 2.897  -0.100
C 0.051 0.896 0.194  -0.026
C -0.956 -1.655 1.018  -0.112
C -0.977 1.521 -2.061  -0.009
C 0.254 -0.942 1.490  -0.209
C 0.069 0.812 -1.326  -0.462
H -0.865 -2.751 1.065  0.091
H 0.925 -1.341 3.543  0.150
H -0.606 -0.151 3.384  0.120
H -1.101 -1.449 -0.051  0.028
H 1.190 -0.916 -1.643  0.108
H 1.471 2.490 -0.572  0.124
H -1.926 -1.454 1.595  0.123
H 2.233 0.920 -0.649  0.087
H -0.567 1.597 0.604  0.078
H -0.928 2.426 -1.602  0.067
H 1.207 -1.308 1.187  0.092
H 1.130 0.353 2.845  0.041
H -1.952 0.930 -1.932  0.138
H -0.513 -1.303 -1.580  0.188
H 0.426 -0.514 -2.903  0.183
H -0.582 1.505 -3.075  0.097

Atoms 1-2, force components in eV/Å:
N -3.59 1.75 -1.58
C -2.06 1.44 -0.40

## Properties
**Lowest unoccupied orbital energy**: -0.1261 Ha
**HOMO-LUMO gap**: 9.10 eV
**F_max**: 5.95 eV/A
**Total charge**: +1
**DFT total energy**: -330.65059 Ha
**HOMO energy**: -12.53 eV
**ΔE to the lowest compared entry with this formula, charge and spin**: 111.7 kcal/mol

***

Question: Which formula does entry 2 have?
Answer: C4H7ClO2S

***

Question: Number 2 is which compound?
Answer: C4H7ClO2S

***

Question: Which of these has the lowest ΔE to the lowest compared entry with this formula, charge and spin?
Answer: C42H105N7Na4O18P

***

What did the third record say?
A cluster of 5 separate species, H9O5 in total, computed with ωB97M-V/def2-TZVPD.

Each line ends with the Löwdin charge.
Positions of all 14 atoms, in Å:
O -0.010 -0.154 -0.163  -0.416
O 0.784 -2.887 -0.737  -0.106
O 0.149 1.723 -2.017  -0.155
O -0.539 2.328 0.972  -0.123
O -0.767 -1.142 2.492  -0.104
H -0.162 -0.455 2.789  0.019
H -0.589 -1.114 1.529  -0.016
H -0.211 1.442 0.687  -0.025
H -0.797 -0.560 -0.548  -0.040
H 0.996 1.502 -2.427  0.006
H 0.099 0.988 -1.312  -0.037
H -0.548 2.827 0.151  -0.003
H 0.263 -2.251 -0.212  -0.015
H 1.331 -2.247 -1.204  0.015

Atoms 1-2, force components in eV/Å:
O -0.04 -0.51 0.05
O -0.08 0.06 0.05

## Properties
**Lowest unoccupied orbital energy**: 0.1524 Ha
**HOMO-LUMO gap**: 9.38 eV
**F_max**: 0.58 eV/A
**Total charge**: -1
**DFT total energy**: -381.65431 Ha
**HOMO energy**: -5.24 eV
**ΔE to the lowest compared entry with this formula, charge and spin**: 5.3 kcal/mol